Entry 1:
A cluster of 16 separate species, C55H155N13O16 in total in a non-equilibrium geometry, computed with ωB97M-V/def2-TZVPD.

Atoms and positions in Å:
1 C 19.535 14.138 13.420
2 O 19.263 15.316 14.148
3 H 20.601 13.854 13.440
4 H 18.876 13.380 13.825
5 H 19.246 14.296 12.339
6 H 18.477 15.841 13.783
7 C 13.904 15.493 12.263
8 O 14.096 15.132 13.606
9 H 14.550 14.710 11.732
10 H 12.876 15.350 11.906
11 H 14.198 16.493 11.930
12 H 13.661 15.720 14.196
13 C 8.921 15.302 20.470
14 O 9.810 16.253 20.973
15 H 7.956 15.433 20.870
16 H 8.811 15.414 19.383
17 H 9.180 14.244 20.637
18 H 10.686 15.989 21.133
19 C 23.489 16.962 14.595
20 C 23.277 16.025 15.744
21 C 22.924 16.791 17.063
22 O 22.685 15.864 18.140
23 C 23.888 15.148 18.645
24 N 22.340 14.961 15.477
25 H 22.626 17.649 14.365
26 H 23.815 16.542 13.648
27 H 24.205 17.683 14.907
28 H 24.288 15.596 15.943
29 H 22.026 17.438 17.091
30 H 23.672 17.478 17.400
31 H 24.506 14.910 17.697
32 H 23.649 14.221 19.151
33 H 24.442 15.847 19.327
34 H 22.113 14.472 16.350
35 H 21.444 15.246 15.176
36 C 10.988 14.466 17.664
37 C 11.997 14.478 16.504
38 C 12.837 13.228 16.421
39 O 12.069 12.084 16.126
40 C 12.960 10.985 15.971
41 N 11.268 14.717 15.222
42 H 10.275 15.275 17.467
43 H 11.445 14.596 18.637
44 H 10.536 13.513 17.665
45 H 12.802 15.196 16.717
46 H 13.357 12.987 17.369
47 H 13.656 13.430 15.640
48 H 13.851 11.195 15.390
49 H 12.500 10.146 15.434
50 H 13.268 10.663 17.000
51 H 11.761 14.654 14.335
52 H 10.523 14.017 15.170
53 C 11.672 10.196 20.240
54 C 11.821 11.706 20.291
55 C 11.288 12.330 21.567
56 O 12.133 11.777 22.588
57 C 11.658 12.110 23.891
58 N 13.223 12.226 20.188
59 H 10.621 10.010 20.185
60 H 12.154 9.775 21.123
61 H 12.175 9.875 19.333
62 H 11.284 12.093 19.415
63 H 10.310 12.050 21.716
64 H 11.346 13.387 21.506
65 H 10.744 12.711 23.834
66 H 12.418 12.543 24.526
67 H 11.349 11.115 24.276
68 H 13.684 12.048 21.096
69 H 13.660 11.809 19.388
70 C 15.070 15.307 22.144
71 C 13.621 15.084 22.474
72 C 13.240 15.738 23.781
73 O 13.299 17.150 23.771
74 C 12.977 17.764 25.005
75 N 12.756 15.509 21.389
76 H 15.790 14.862 22.843
77 H 15.197 16.369 21.929
78 H 15.222 14.851 21.199
79 H 13.538 13.974 22.507
80 H 13.890 15.277 24.552
81 H 12.281 15.412 24.016
82 H 13.770 17.457 25.774
83 H 11.983 17.453 25.381
84 H 13.038 18.853 24.885
85 H 13.048 16.369 21.002
86 H 12.791 14.787 20.682
87 C 19.652 14.976 18.797
88 C 20.279 13.601 18.980
89 C 20.318 13.310 20.481
90 O 21.313 14.180 21.012
91 C 21.287 14.333 22.456
92 N 19.543 12.610 18.166
93 H 18.849 15.148 19.566
94 H 19.056 14.839 17.910
95 H 20.358 15.759 18.646
96 H 21.294 13.549 18.680
97 H 20.547 12.223 20.631
98 H 19.378 13.569 21.007
99 H 20.421 15.016 22.650
100 H 22.202 14.744 22.852
101 H 21.054 13.396 22.977
102 H 19.787 11.658 18.401
103 H 19.844 12.672 17.191
104 C 14.074 19.267 14.928
105 C 13.030 18.374 15.588
106 C 11.987 19.225 16.303
107 O 11.459 20.186 15.240
108 C 10.221 20.743 15.708
109 N 12.480 17.438 14.683
110 H 15.003 18.595 14.899
111 H 14.389 20.126 15.475
112 H 13.805 19.612 13.902
113 H 13.570 17.881 16.431
114 H 12.334 19.797 17.155
115 H 11.057 18.706 16.618
116 H 9.588 20.055 16.283
117 H 9.630 21.038 14.855
118 H 10.435 21.595 16.368
119 H 11.808 16.831 15.112
120 H 12.095 17.917 13.945
121 C 17.544 16.947 10.422
122 C 17.573 17.629 11.771
123 C 16.637 18.865 11.799
124 O 16.670 19.863 10.778
125 C 17.839 20.585 10.584
126 N 17.142 16.708 12.799
127 H 16.481 16.693 10.125
128 H 18.135 16.017 10.491
129 H 17.858 17.551 9.627
130 H 18.658 17.825 11.905
131 H 16.654 19.327 12.804
132 H 15.590 18.447 11.762
133 H 18.722 19.981 10.511
134 H 18.024 21.370 11.324
135 H 17.795 21.158 9.642
136 H 16.250 16.329 12.612
137 H 17.065 17.122 13.739
138 C 13.483 25.353 15.653
139 C 13.891 23.881 15.612
140 C 14.856 23.536 16.759
141 O 15.156 22.158 16.662
142 C 16.008 21.801 17.728
143 N 12.611 23.129 15.790
144 H 12.740 25.590 16.469
145 H 12.935 25.662 14.788
146 H 14.380 25.969 15.839
147 H 14.250 23.606 14.608
148 H 14.396 23.793 17.690
149 H 15.818 24.055 16.749
150 H 16.925 22.387 17.727
151 H 16.114 20.686 17.639
152 H 15.445 21.970 18.678
153 H 12.638 22.161 15.545
154 H 12.368 23.292 16.772
155 C 16.550 12.089 25.185
156 C 15.881 11.832 23.853
157 C 16.823 12.151 22.744
158 O 16.110 11.940 21.586
159 C 16.857 12.363 20.431
160 N 15.371 10.459 23.893
161 H 16.817 13.157 25.332
162 H 17.464 11.514 25.434
163 H 15.884 11.797 26.011
164 H 14.961 12.420 23.676
165 H 17.727 11.514 22.859
166 H 17.227 13.197 22.885
167 H 17.727 11.873 20.173
168 H 17.142 13.391 20.519
169 H 16.168 12.319 19.589
170 H 14.855 10.468 23.034
171 H 16.189 9.887 23.706
172 C 21.463 20.700 14.737
173 C 20.021 21.099 15.297
174 C 18.997 20.392 14.422
175 O 17.656 20.769 14.645
176 C 17.267 21.963 14.127
177 N 19.981 20.606 16.742
178 H 21.635 21.286 13.785
179 H 21.448 19.673 14.436
180 H 22.231 20.886 15.512
181 H 19.990 22.213 15.338
182 H 19.046 19.338 14.750
183 H 19.166 20.545 13.336
184 H 17.352 22.773 14.908
185 H 16.258 21.889 13.705
186 H 17.942 22.368 13.318
187 H 20.159 19.611 16.805
188 H 18.990 20.784 17.005
189 C 16.247 17.996 17.685
190 C 16.975 16.822 16.998
191 C 15.935 15.915 16.318
192 O 14.967 15.286 17.143
193 C 15.430 14.389 18.154
194 N 17.915 17.330 16.022
195 H 16.906 18.736 18.242
196 H 15.597 17.647 18.459
197 H 15.746 18.664 16.939
198 H 17.518 16.312 17.780
199 H 16.451 15.260 15.589
200 H 15.360 16.575 15.730
201 H 16.093 13.560 17.797
202 H 14.460 14.047 18.580
203 H 16.032 14.961 18.943
204 H 18.500 18.045 16.463
205 H 18.547 16.612 15.789
206 C 11.201 20.029 22.151
207 C 12.361 20.222 21.213
208 C 13.295 19.021 20.976
209 O 14.482 19.253 20.276
210 C 15.572 19.642 21.056
211 N 11.955 20.624 19.856
212 H 10.702 19.162 21.739
213 H 10.567 20.930 22.168
214 H 11.592 19.769 23.094
215 H 13.018 21.020 21.716
216 H 12.795 18.280 20.310
217 H 13.520 18.467 21.989
218 H 16.167 18.708 21.338
219 H 15.246 20.103 21.948
220 H 16.229 20.347 20.569
221 H 11.166 21.296 19.903
222 H 12.698 20.876 19.215
223 C 19.519 19.635 20.942
224 C 21.032 19.503 20.927
225 C 21.399 18.504 21.999
226 O 21.127 19.158 23.235
227 C 21.845 18.447 24.261
228 N 21.554 19.061 19.646
229 H 19.057 19.626 21.958
230 H 19.034 18.743 20.411
231 H 19.199 20.614 20.476
232 H 21.543 20.382 21.209
233 H 22.437 18.216 22.068
234 H 20.827 17.618 21.863
235 H 21.505 17.434 24.483
236 H 21.741 19.067 25.196
237 H 22.864 18.385 23.996
238 H 21.400 19.785 18.940
239 H 21.464 18.087 19.358

Properties
LUMO in eV: 0.4
Kohn-Sham gap in eV: 9.16
Relative energy (zero: lowest compared OMol25 entry of this formula, charge and spin) in kJ/mol: 108.1

---

Entry 2:
A structure of composition C4H3NO4Sm in a non-equilibrium geometry, computed with ωB97M-V/def2-TZVPD.

Atoms and positions in Å:
1 O 1.432 2.977 -0.949
2 C 0.845 2.058 -0.559
3 Sm -0.473 0.211 0.399
4 O 2.910 -1.337 -0.828
5 C 1.925 -0.884 -0.488
6 C -1.613 0.395 -1.732
7 O -2.231 0.515 -2.705
8 C -0.925 -2.222 0.419
9 O -1.208 -3.345 0.439
10 N 0.582 0.924 2.571
11 H 0.519 0.212 3.316
12 H 0.103 1.762 2.865
13 H 1.580 1.142 2.407

Properties
LUMO (alpha / beta) in eV: -16.4 / -15.2
Kohn-Sham gap (alpha / beta) in eV: 9.29 / 10.50
<S²>: 8.7588
Relative energy (zero: lowest compared OMol25 entry of this formula, charge and spin) in kJ/mol: 0.0
Multiplicity: 6
Charge: +3

---

Entry 3:
A structure of composition C16H48B4Mg2O8S4 in a non-equilibrium geometry, computed with ωB97M-V/def2-TZVPD.

Atoms and positions in Å:
1 Mg 0.069 2.939 0.321
2 Mg -0.952 -0.977 0.261
3 B 1.609 2.943 1.576
4 H 1.071 3.876 1.642
5 H 2.370 2.960 2.341
6 H 0.896 2.184 1.857
7 H 2.031 2.783 0.596
8 B -1.795 3.657 0.235
9 H -1.391 3.044 -0.556
10 H -1.597 3.184 1.184
11 H -1.250 4.586 0.176
12 H -2.822 3.919 0.037
13 B -0.178 0.829 -0.158
14 H -0.555 1.349 0.709
15 H 0.438 0.035 0.233
16 H -1.022 0.370 -0.648
17 H 0.374 1.490 -0.809
18 B -2.888 -1.313 0.237
19 H -2.866 -1.937 1.117
20 H -2.484 -0.353 0.518
21 H -2.241 -1.896 -0.401
22 H -3.812 -1.192 -0.306
23 C -2.907 0.182 4.797
24 C -1.866 1.192 5.337
25 C -0.916 1.243 4.102
26 S -0.598 -0.474 3.564
27 O 0.463 -1.147 4.394
28 O -0.752 -0.615 2.100
29 C -2.244 -1.095 4.256
30 H -3.472 0.760 4.066
31 H -3.675 0.004 5.549
32 H -1.377 0.853 6.251
33 H -2.398 2.110 5.584
34 H 0.018 1.801 4.163
35 H -1.513 1.782 3.366
36 H -2.123 -1.981 4.878
37 H -2.802 -1.504 3.414
38 C 1.889 -1.387 -4.603
39 C 0.542 -0.545 -4.862
40 C -0.666 -1.378 -4.411
41 S 0.129 -2.213 -2.934
42 O 0.072 -3.623 -3.284
43 O -0.353 -1.702 -1.668
44 C 1.855 -1.633 -3.104
45 H 2.796 -0.794 -4.717
46 H 1.879 -2.354 -5.108
47 H 0.508 -0.370 -5.937
48 H 0.578 0.373 -4.276
49 H -0.962 -2.101 -5.171
50 H -1.564 -0.835 -4.116
51 H 2.464 -2.366 -2.573
52 H 1.840 -0.658 -2.617
53 C 3.877 5.150 -3.102
54 C 3.968 3.741 -2.292
55 C 2.881 2.761 -2.682
56 S 1.403 3.884 -2.648
57 O 0.870 3.830 -1.277
58 O 0.502 3.412 -3.731
59 C 2.315 5.525 -3.047
60 H 4.060 4.888 -4.145
61 H 4.613 5.902 -2.820
62 H 3.867 4.032 -1.247
63 H 4.942 3.253 -2.250
64 H 2.695 1.989 -1.937
65 H 2.946 2.410 -3.712
66 H 2.103 6.321 -2.333
67 H 1.964 5.949 -3.988
68 C -0.545 -5.999 2.581
69 C -1.820 -5.510 2.282
70 C -1.717 -4.991 0.803
71 S -0.102 -4.223 0.623
72 O -0.256 -2.784 0.815
73 O 0.419 -4.771 -0.663
74 C 0.615 -4.998 2.014
75 H -0.450 -7.010 2.185
76 H -0.444 -6.059 3.664
77 H -2.103 -4.637 2.870
78 H -2.642 -6.208 2.439
79 H -2.603 -4.474 0.433
80 H -1.611 -5.832 0.117
81 H 0.804 -4.213 2.746
82 H 1.599 -5.343 1.698

Properties
LUMO (alpha / beta) in eV: -1.9 / -9.2
Kohn-Sham gap (alpha / beta) in eV: 10.29 / 2.91
<S²>: 0.7532
Multiplicity: 2
Charge: +1

---

Entry 4:
A structure of composition C3H3O3 in a non-equilibrium geometry, computed with ωB97M-V/def2-TZVPD.

Atoms and positions in Å:
1 C -0.769 -0.198 -0.727
2 C -0.027 0.216 0.277
3 C -2.712 -0.231 -0.836
4 O -3.214 -1.355 -0.799
5 O -3.158 0.885 -0.992
6 O 1.304 0.642 0.251
7 H -0.583 -0.102 -1.746
8 H -0.310 0.027 1.222
9 H 1.671 0.490 -0.623

Properties
LUMO (alpha / beta) in eV: 4.0 / 2.7
Kohn-Sham gap (alpha / beta) in eV: 4.25 / 6.57
<S²>: 2.0065
Relative energy (zero: lowest compared OMol25 entry of this formula, charge and spin) in kJ/mol: 67.1
Multiplicity: 3
Charge: -1

---

Entry 5:
A structure of composition C8H13N4O7P2Re in a non-equilibrium geometry, computed with ωB97M-V/def2-TZVPD.

Atoms and positions in Å:
1 Re -0.422 0.585 0.372
2 N -0.667 3.211 -2.852
3 C -2.008 3.078 -2.750
4 C -2.254 2.224 -1.692
5 N -1.070 1.840 -1.159
6 C -0.096 2.470 -1.884
7 C 1.234 2.202 -1.444
8 N 1.312 1.329 -0.393
9 C 2.620 1.178 -0.104
10 C 3.354 1.965 -0.965
11 N 2.473 2.587 -1.788
12 H -0.203 3.789 -3.547
13 H -2.701 3.572 -3.408
14 H -3.205 1.901 -1.315
15 H 2.972 0.537 0.679
16 H 4.417 2.115 -1.022
17 H 2.736 3.258 -2.504
18 C -3.230 -1.305 3.259
19 C -2.115 -0.686 2.493
20 O -2.400 -0.318 1.157
21 P -1.401 0.854 3.231
22 O -0.308 0.609 4.287
23 O -2.582 1.520 3.949
24 O -0.944 1.714 2.035
25 P -0.577 -1.828 2.186
26 O -0.053 -2.206 3.607
27 O -1.009 -2.840 1.236
28 O 0.325 -0.688 1.675
29 H -4.057 -0.590 3.347
30 H -2.908 -1.553 4.272
31 H -3.625 -2.208 2.784
32 H -2.996 -0.975 0.745
33 H 0.487 0.072 4.209
34 H -2.493 2.259 4.562
35 H -0.014 -3.143 3.829

Properties
LUMO (alpha / beta) in eV: -13.9 / -13.1
Kohn-Sham gap (alpha / beta) in eV: 5.04 / 5.95
<S²>: 0.7976
Relative energy (zero: lowest compared OMol25 entry of this formula, charge and spin) in kJ/mol: 179.5
Multiplicity: 2
Charge: +3

---

Entry 6:
The molecule C7H11ClSi in a non-equilibrium geometry, computed with ωB97M-V/def2-TZVPD.

Atoms and positions in Å:
1 C -2.048 0.436 1.634
2 Si -1.573 -0.062 -0.135
3 C -1.974 1.235 -1.458
4 C 0.645 -0.450 0.014
5 C 1.519 0.569 -0.003
6 Cl 1.127 2.245 0.031
7 C 2.885 0.093 -0.053
8 C 2.852 -1.245 -0.080
9 C 1.430 -1.719 -0.032
10 H -3.124 0.386 1.788
11 H -1.584 -0.231 2.355
12 H -1.724 1.445 1.868
13 H -2.117 -1.378 -0.486
14 H -2.741 0.873 -2.137
15 H -2.332 2.160 -1.014
16 H -1.096 1.473 -2.050
17 H 3.744 0.737 -0.076
18 H 3.692 -1.913 -0.122
19 H 1.169 -2.326 -0.899
20 H 1.250 -2.329 0.856

Properties
LUMO in eV: 0.9
Kohn-Sham gap in eV: 9.22
Relative energy (zero: lowest compared OMol25 entry of this formula, charge and spin) in kJ/mol: 0.0

---

Entry 7:
A cluster of 2 separate species, CH3ClFPS in total in a non-equilibrium geometry, computed with ωB97M-V/def2-TZVPD.

Atoms and positions in Å:
1 C 0.720 0.418 -0.154
2 F -0.041 -1.841 -0.361
3 P -0.676 -0.500 0.341
4 S -2.938 1.169 -1.259
5 Cl -0.195 -0.959 2.188
6 H 0.795 0.279 -1.299
7 H 0.757 1.432 0.207
8 H 1.579 0.001 0.337

Properties
LUMO (alpha / beta) in eV: -2.5 / -2.6
Kohn-Sham gap (alpha / beta) in eV: 7.16 / 7.16
Relative energy (zero: lowest compared OMol25 entry of this formula, charge and spin) in kJ/mol: 282.3

---

no.,E_tot (eV)
1,-111668.9523
2,-31746.3314
3,-90667.3219
4,-9297.3353
5,-49483.0217
6,-27836.4247
7,-36447.9102